No. 1
Formula: C5H6N2
Source: OMol25
Level of theory: ωB97M-V/def2-TZVPD

Geometry as XYZ:
```
13
Properties=species:S:1:pos:R:3
C -1.420 -0.337 0.095
C -1.378 1.144 0.350
C 0.103 0.873 0.612
N 1.212 1.185 -0.173
C 1.772 0.072 -0.509
C 0.952 -1.152 -0.153
N -0.140 -0.480 0.521
H 0.412 -1.451 -1.045
H -2.157 -1.118 0.194
H -1.571 1.840 -0.469
H -1.963 1.416 1.236
H 2.739 0.007 -0.996
H 1.440 -2.000 0.337
```

Calculated values
Spin multiplicity ... 1
LUMO level (spin up / spin down) ... 0.26 / 0.38 eV
Net charge ... 0
Energy relative to the best compared isomer or geometry (same formula, charge and spin) ... 436.86 kJ/mol
F_max ... 1.178 eV/Å
Highest occupied orbital energy (spin up / spin down) ... -0.2651 / -0.2626 Eh

***

No. 2
Formula: C5H14
Source: OMol25
Level of theory: ωB97M-V/def2-TZVPD

Geometry as XYZ:
```
19
Properties=species:S:1:pos:R:3
C 1.379 1.750 2.035
C 0.020 1.167 1.676
H 1.812 1.250 2.900
H 2.029 1.622 1.170
H 1.273 2.801 2.304
H -0.720 1.222 2.482
H 0.093 0.087 1.552
H -0.433 1.552 0.767
C -0.691 -0.494 -1.145
C -0.854 -0.940 -2.582
C -0.069 -1.596 -0.228
H 0.051 0.315 -1.193
H -1.513 0.006 -0.635
H 0.052 -1.404 -2.975
H -0.864 -2.048 0.360
H 0.429 -2.268 -0.930
H -1.064 -0.097 -3.246
H -1.669 -1.654 -2.728
H 0.739 -1.270 0.416
```

Calculated values
Spin multiplicity ... 1
LUMO level ... 1.14 eV
Net charge ... 0
Energy relative to the best compared isomer or geometry (same formula, charge and spin) ... 45.44 kJ/mol
F_max ... 2.211 eV/Å
Highest occupied orbital energy ... -0.4067 Eh

***

No. 3
Formula: C9H13NO6
Source: OMol25
Level of theory: ωB97M-V/def2-TZVPD

Geometry as XYZ:
```
29
Properties=species:S:1:pos:R:3
N -2.704 -0.990 3.882
O -2.485 -2.007 4.470
O -3.517 -0.112 3.902
C 2.118 -1.089 -1.992
C 1.633 -0.475 -0.607
C 1.045 -1.678 0.191
C 0.178 -1.747 1.209
C -0.971 -0.917 1.578
C -0.012 1.387 0.317
C 0.415 0.574 -0.957
C 0.763 1.486 -2.118
O -0.645 -0.291 -1.259
O 0.607 1.371 1.357
O 2.626 0.098 -0.085
C -1.324 2.138 0.164
O -1.164 -0.475 2.734
H 1.298 -1.559 -2.550
H 2.603 -0.322 -2.601
H 2.898 -1.831 -1.787
H 1.648 -2.583 0.020
H 0.371 -2.554 1.941
H -1.708 -0.727 0.777
H 1.692 2.024 -1.904
H 0.917 0.892 -3.024
H -0.021 2.230 -2.295
H -1.341 0.150 -1.768
H -2.023 1.624 -0.510
H -1.802 2.242 1.150
H -1.096 3.140 -0.236
```

Calculated values
Spin multiplicity ... 1
LUMO level (spin up / spin down) ... -1.90 / -0.58 eV
Net charge ... 0
Energy relative to the best compared isomer or geometry (same formula, charge and spin) ... 363.98 kJ/mol
F_max ... 5.524 eV/Å
Highest occupied orbital energy (spin up / spin down) ... -0.3053 / -0.3529 Eh

***

No. 4
Formula: C39H40ClCrN4OP2
Source: OMol25
Level of theory: ωB97M-V/def2-TZVPD

Geometry as XYZ:
```
88
Properties=species:S:1:pos:R:3
Cr -0.040 -0.654 -0.300
Cl 1.405 -5.756 4.640
C 1.292 -4.431 3.547
C 2.216 -3.387 3.622
C 2.141 -2.324 2.744
C 1.137 -2.276 1.780
O 1.107 -1.241 0.927
C 0.196 -3.316 1.712
C -0.894 -3.312 0.777
N -1.170 -2.354 -0.038
C -2.319 -2.429 -0.881
C -3.289 -3.397 -0.850
C -4.382 -3.350 -1.738
C -4.496 -2.346 -2.657
C -3.516 -1.328 -2.712
C -3.553 -0.271 -3.652
C -2.554 0.659 -3.662
C -1.527 0.562 -2.710
N -1.478 -0.386 -1.795
C -2.441 -1.363 -1.805
C 0.294 -4.397 2.601
H 2.994 -3.421 4.372
H 2.854 -1.513 2.797
H -1.527 -4.197 0.800
H -3.249 -4.212 -0.141
H -5.131 -4.129 -1.688
H -5.327 -2.317 -3.349
H -4.368 -0.223 -4.363
H -2.535 1.466 -4.380
H -0.723 1.285 -2.705
H -0.422 -5.208 2.549
N 2.681 0.190 -1.614
P 1.614 1.148 -0.700
C 1.418 2.678 -1.654
C 2.510 3.221 -2.335
C 2.378 4.408 -3.034
C 1.159 5.077 -3.046
C 0.074 4.557 -2.358
C 0.205 3.360 -1.665
C 2.685 1.655 0.669
C 3.556 0.731 1.245
C 4.341 1.098 2.326
C 4.255 2.384 2.845
C 3.400 3.311 2.266
C 2.622 2.952 1.176
C 2.287 -0.972 -2.232
C 3.123 -1.597 -3.165
C 2.698 -2.750 -3.774
C 1.438 -3.267 -3.458
C 0.682 -2.602 -2.532
N 1.087 -1.473 -1.906
H 3.611 0.515 -1.832
H 3.475 2.728 -2.315
H 3.227 4.819 -3.563
H 1.061 6.009 -3.586
H -0.872 5.084 -2.355
H -0.642 2.962 -1.124
H 3.626 -0.271 0.840
H 5.032 0.386 2.759
H 4.870 2.669 3.688
H 3.351 4.321 2.652
H 1.986 3.694 0.709
H 4.084 -1.159 -3.398
H 3.329 -3.245 -4.499
H 1.062 -4.167 -3.922
H -0.295 -2.972 -2.260
C -4.134 0.017 2.582
C -3.232 -0.411 1.423
P -1.617 0.455 1.285
C -0.991 0.380 3.007
C 0.404 0.935 3.286
C -2.161 2.175 0.963
C -1.231 3.279 1.459
H -5.090 -0.501 2.506
H -4.348 1.085 2.583
H -3.700 -0.244 3.546
H -3.745 -0.272 0.467
H -3.023 -1.478 1.509
H -1.028 -0.682 3.272
H -1.733 0.878 3.636
H 1.160 0.465 2.662
H 0.662 0.749 4.328
H 0.462 2.009 3.122
H -3.142 2.295 1.424
H -2.330 2.242 -0.116
H -1.260 3.349 2.546
H -1.543 4.243 1.059
H -0.195 3.114 1.163
```

Calculated values
Spin multiplicity ... 2
LUMO level (spin up / spin down) ... -6.43 / -6.11 eV
Net charge ... +2
Energy relative to the best compared isomer or geometry (same formula, charge and spin) ... 28.67 kJ/mol
F_max ... 0.106 eV/Å
Highest occupied orbital energy (spin up / spin down) ... -0.4929 / -0.4928 Eh

***

No. 5
Formula: C6H13OPS2
Source: OMol25
Level of theory: ωB97M-V/def2-TZVPD

Geometry as XYZ:
```
23
Properties=species:S:1:pos:R:3
C 0.241 2.593 0.377
C 0.283 1.494 -0.426
C -0.162 3.972 -0.061
C 1.646 -3.075 0.259
C -1.682 -0.871 1.345
C 1.577 -2.263 -0.996
O 0.788 -1.087 -0.828
P 1.120 0.052 0.262
S 3.765 0.705 -0.282
S -0.042 -0.364 2.011
H 0.533 2.560 1.402
H 0.093 1.299 -1.391
H -0.438 4.612 0.802
H -1.060 3.837 -0.700
H 0.761 4.433 -0.485
H 0.739 -3.322 0.760
H 2.132 -4.088 -0.002
H 2.323 -2.555 0.770
H -1.634 -1.933 1.114
H -1.741 -0.186 0.400
H -2.491 -0.547 2.031
H 1.115 -2.724 -1.998
H 2.649 -2.175 -1.341
```

Calculated values
Spin multiplicity ... 1
LUMO level (spin up / spin down) ... -1.35 / -1.42 eV
Net charge ... 0
Energy relative to the best compared isomer or geometry (same formula, charge and spin) ... 329.31 kJ/mol
F_max ... 5.277 eV/Å
Highest occupied orbital energy (spin up / spin down) ... -0.3007 / -0.3017 Eh

***

No. 6
Formula: C3H10NO
Source: OMol25
Level of theory: ωB97M-V/def2-TZVPD

Geometry as XYZ:
```
15
Properties=species:S:1:pos:R:3
C -1.702 0.422 -1.454
N -0.998 -0.479 -0.419
H -1.151 0.235 -2.504
H -1.812 1.498 -1.252
H -2.829 0.067 -1.725
H -0.856 -1.501 -0.713
H -0.036 -0.273 -0.181
H -1.521 -0.453 0.444
C 1.333 0.644 1.700
C 1.913 0.117 0.597
O 1.404 -1.175 0.127
H 0.524 0.132 2.204
H 1.488 1.694 1.990
H 2.774 0.738 0.207
H 1.470 -1.667 0.981
```

Calculated values
Spin multiplicity ... 1
LUMO level ... -3.49 eV
Net charge ... +1
Energy relative to the best compared isomer or geometry (same formula, charge and spin) ... 233.25 kJ/mol
F_max ... 4.524 eV/Å
Highest occupied orbital energy ... -0.5231 Eh

***

No. 7
Formula: C45H105N15O15
Source: OMol25
Level of theory: ωB97M-V/def2-TZVPD

Geometry as XYZ:
```
180
Properties=species:S:1:pos:R:3
C 17.404 21.565 14.990
O 16.297 21.067 15.283
N 18.467 20.829 14.604
C 19.643 21.547 14.149
C 18.556 19.314 14.396
H 17.562 22.654 15.018
H 20.473 20.889 14.406
H 19.780 22.514 14.633
H 19.541 21.698 13.075
H 17.936 18.890 15.186
H 18.260 19.058 13.378
H 19.604 19.082 14.584
C 24.791 29.959 14.017
O 24.353 31.105 14.308
N 24.362 29.198 12.956
C 24.653 27.800 12.812
C 23.490 29.745 11.915
H 25.449 29.393 14.694
H 25.348 27.406 13.554
H 25.110 27.732 11.825
H 23.776 27.169 12.956
H 24.086 29.756 11.002
H 22.620 29.101 11.789
H 23.269 30.813 11.911
C 23.203 23.745 15.377
O 22.047 23.333 15.367
N 24.156 23.318 14.580
C 25.437 24.056 14.438
C 23.984 22.164 13.660
H 23.538 24.437 16.165
H 25.712 24.241 13.400
H 26.291 23.558 14.898
H 25.540 25.046 14.883
H 24.511 22.354 12.725
H 24.424 21.277 14.115
H 22.959 22.031 13.313
C 18.864 19.677 10.427
O 18.480 20.789 10.804
N 20.133 19.201 10.401
C 20.453 17.946 9.647
C 21.277 19.935 10.813
H 18.165 18.881 10.126
H 19.593 17.281 9.720
H 21.175 17.307 10.156
H 20.626 18.046 8.575
H 21.667 20.646 10.083
H 21.037 20.495 11.717
H 22.051 19.202 11.037
C 21.078 16.590 13.892
O 20.706 17.084 12.863
N 22.259 16.827 14.547
C 22.516 16.309 15.904
C 23.281 17.728 14.082
H 20.552 15.739 14.350
H 23.526 16.057 16.226
H 21.835 15.502 16.176
H 22.211 17.136 16.546
H 22.995 18.188 13.136
H 23.588 18.488 14.801
H 24.115 17.051 13.895
C 27.349 19.775 8.335
O 28.296 19.165 8.859
N 26.246 20.149 9.013
C 25.292 21.039 8.394
C 25.963 19.606 10.265
H 27.249 19.995 7.261
H 24.336 20.526 8.285
H 25.697 21.464 7.475
H 25.119 21.844 9.108
H 25.742 20.323 11.056
H 25.120 18.919 10.183
H 26.744 18.928 10.608
C 23.087 21.035 19.072
O 23.681 21.933 18.399
N 22.152 20.234 18.542
C 21.620 19.057 19.300
C 21.621 20.312 17.229
H 23.299 20.812 20.129
H 22.021 18.929 20.305
H 21.838 18.083 18.862
H 20.548 19.076 19.495
H 22.069 19.519 16.631
H 20.531 20.281 17.216
H 21.837 21.296 16.811
C 19.193 23.843 17.738
O 17.953 23.756 17.504
N 19.749 24.475 18.838
C 18.868 25.274 19.741
C 21.161 24.414 19.000
H 19.945 23.377 17.083
H 18.928 24.825 20.732
H 17.802 25.334 19.524
H 19.135 26.323 19.870
H 21.682 23.670 18.397
H 21.680 25.368 18.909
H 21.432 24.166 20.027
C 19.669 26.435 10.952
O 18.769 27.180 11.458
N 20.682 26.019 11.687
C 20.818 26.360 13.114
C 21.462 24.911 11.150
H 19.613 26.180 9.882
H 20.942 25.456 13.711
H 19.905 26.744 13.569
H 21.652 27.012 13.375
H 21.486 24.028 11.789
H 21.246 24.669 10.109
H 22.489 25.269 11.226
C 28.659 22.214 11.244
O 27.760 22.707 11.932
N 29.739 21.703 11.847
C 30.884 21.161 11.059
C 29.967 21.813 13.273
H 28.735 22.140 10.148
H 31.285 20.179 11.312
H 31.694 21.875 11.210
H 30.640 21.116 9.998
H 30.070 20.757 13.523
H 30.868 22.399 13.456
H 29.241 22.377 13.858
C 24.113 26.411 20.828
O 23.775 27.372 21.498
N 24.950 26.561 19.820
C 25.003 25.425 18.924
C 25.545 27.777 19.398
H 23.810 25.373 21.035
H 24.310 25.540 18.090
H 24.532 24.507 19.276
H 25.994 25.156 18.558
H 25.119 28.168 18.474
H 25.307 28.531 20.148
H 26.613 27.701 19.194
C 25.832 19.639 16.751
O 25.233 18.564 16.755
N 26.472 20.180 15.683
C 27.350 21.348 15.823
C 26.471 19.446 14.413
H 25.842 20.355 17.587
H 28.101 21.124 16.580
H 26.832 22.235 16.187
H 27.928 21.616 14.939
H 26.244 20.057 13.539
H 27.399 18.875 14.385
H 25.661 18.717 14.404
C 28.342 24.833 9.542
O 27.985 24.264 8.531
N 27.590 25.728 10.141
C 27.881 26.067 11.535
C 26.157 26.039 9.826
H 29.335 24.799 10.015
H 28.656 25.477 12.024
H 27.024 25.955 12.200
H 28.100 27.127 11.407
H 25.914 27.095 9.940
H 25.706 25.666 8.907
H 25.602 25.424 10.535
C 21.722 27.050 16.374
O 22.711 26.783 15.759
N 21.562 28.133 17.214
C 20.231 28.378 17.840
C 22.548 29.165 17.384
H 20.785 26.494 16.218
H 20.258 27.845 18.790
H 19.357 27.962 17.338
H 20.172 29.447 18.047
H 22.891 29.218 18.417
H 23.449 29.043 16.783
H 22.186 30.124 17.015
C 29.965 24.307 17.044
O 29.365 23.364 16.605
N 29.387 25.517 17.257
C 28.055 25.809 16.788
C 30.176 26.685 17.718
H 30.945 24.363 17.543
H 27.646 26.595 17.422
H 27.437 24.915 16.869
H 28.040 26.259 15.795
H 29.688 27.271 18.496
H 31.124 26.561 18.240
H 30.050 27.386 16.893
```

Calculated values
Spin multiplicity ... 2
LUMO level (spin up / spin down) ... 1.69 / 1.66 eV
Net charge ... -1
Energy relative to the best compared isomer or geometry (same formula, charge and spin) ... 1054.39 kJ/mol
F_max ... 5.509 eV/Å
Highest occupied orbital energy (spin up / spin down) ... 0.0007 / -0.2575 Eh

***

No. 8
Formula: H6N4O2P
Source: OMol25
Level of theory: ωB97M-V/def2-TZVPD

Geometry as XYZ:
```
13
Properties=species:S:1:pos:R:3
N 2.009 -0.449 0.774
N -2.128 0.025 0.601
N 1.477 0.421 -0.188
N -1.104 0.813 -0.010
O 0.163 0.766 -2.439
O -0.200 -1.464 -0.809
P 0.081 0.038 -0.977
H 1.269 -0.980 1.193
H 2.472 -1.264 0.313
H -1.888 -0.850 0.294
H -1.888 -0.020 1.653
H 1.240 1.367 0.256
H -1.503 1.596 -0.663
```

Calculated values
Spin multiplicity ... 1
LUMO level ... 4.32 eV
Net charge ... -1
Energy relative to the best compared isomer or geometry (same formula, charge and spin) ... 42.96 kJ/mol
F_max ... 5.666 eV/Å
Highest occupied orbital energy ... -0.1645 Eh

***

No. 9
Formula: CH2N2P2
Source: OMol25
Level of theory: ωB97M-V/def2-TZVPD

Geometry as XYZ:
```
7
Properties=species:S:1:pos:R:3
C 0.393 -1.012 0.381
N -0.550 -1.548 0.730
N -1.765 1.965 0.244
P -2.750 0.882 0.375
P 1.703 0.007 -0.027
H 0.872 0.704 -0.686
H 2.096 -0.997 -1.016
```

Calculated values
Spin multiplicity ... 1
LUMO level ... 0.02 eV
Net charge ... 0
Energy relative to the best compared isomer or geometry (same formula, charge and spin) ... 236.05 kJ/mol
F_max ... 5.024 eV/Å
Highest occupied orbital energy ... -0.3901 Eh